Molecular formula: C38H41BrN6O4RuS2
Method: DFT, the ωB97M-V functional and the def2-TZVPD basis

Molecular weight, Da: 890.892
Spin multiplicity: 2
Energy relative to the best compared isomer or geometry (same formula, charge and spin), kcal per mole: 31.0
Charge: +1

Geometry as XYZ:
```
93
C38H41BrN6O4RuS2 (the ωB97M-V functional and the def2-TZVPD basis)
Ru 0.283 1.011 0.524
C -1.508 3.888 5.126
C -0.574 2.710 5.354
N -1.142 1.447 4.869
C -1.846 0.633 5.877
C -0.938 -0.411 6.504
C -1.007 0.994 3.624
S -0.125 2.044 2.535
N -1.572 -0.185 3.368
C -1.377 -0.868 2.261
O -0.562 -0.625 1.312
C -2.177 -2.114 2.105
C -2.921 -2.609 3.173
C -3.655 -3.774 3.025
C -3.655 -4.445 1.811
C -2.921 -3.950 0.741
C -2.177 -2.791 0.888
H -1.054 4.803 5.509
H -2.458 3.739 5.642
H -1.710 4.023 4.064
H -0.392 2.572 6.419
H 0.392 2.875 4.882
H -2.702 0.165 5.399
H -2.215 1.331 6.629
H -0.595 -1.118 5.748
H -1.477 -0.963 7.275
H -0.065 0.052 6.967
H -2.915 -2.074 4.112
H -4.228 -4.159 3.858
H -4.227 -5.357 1.698
H -2.930 -4.473 -0.207
H -1.593 -2.396 0.067
C 0.108 4.340 0.030
O -0.446 3.076 -0.369
C -1.208 3.040 -1.512
C -1.589 4.144 -2.243
C -2.388 3.956 -3.370
Br -2.920 5.464 -4.363
C -2.780 2.701 -3.773
C -2.372 1.580 -3.045
C -1.588 1.758 -1.909
O -1.142 0.720 -1.165
C -2.701 0.209 -3.446
N -2.238 -0.841 -2.804
C -2.726 -1.953 -3.474
C -2.538 -3.311 -3.222
C -3.158 -4.205 -4.069
C -3.948 -3.767 -5.146
C -4.139 -2.425 -5.407
C -3.509 -1.532 -4.547
N -3.473 -0.144 -4.504
H -0.670 5.100 0.044
H 0.916 4.621 -0.645
H 0.488 4.205 1.037
H -1.281 5.141 -1.970
H -3.389 2.597 -4.660
H -1.465 -0.158 -1.614
H -1.927 -3.641 -2.393
H -3.036 -5.268 -3.906
H -4.417 -4.501 -5.787
H -4.746 -2.091 -6.237
H -3.932 0.481 -5.142
C 5.320 2.403 2.273
C 5.197 2.609 0.772
N 4.841 1.371 0.069
C 5.973 0.600 -0.479
C 6.246 0.953 -1.931
C 3.592 0.950 -0.122
S 2.355 2.001 0.551
N 3.457 -0.181 -0.811
C 2.298 -0.793 -1.000
O 1.176 -0.514 -0.492
C 2.317 -1.967 -1.916
C 3.519 -2.432 -2.443
C 3.526 -3.522 -3.299
C 2.334 -4.148 -3.637
C 1.132 -3.681 -3.121
C 1.123 -2.597 -2.260
H 5.611 3.337 2.755
H 6.078 1.652 2.501
H 4.371 2.078 2.697
H 6.149 2.933 0.353
H 4.468 3.383 0.538
H 5.756 -0.458 -0.370
H 6.833 0.835 0.148
H 5.385 0.697 -2.549
H 7.111 0.399 -2.295
H 6.452 2.018 -2.047
H 4.439 -1.932 -2.177
H 4.462 -3.883 -3.704
H 2.342 -4.999 -4.306
H 0.203 -4.163 -3.397
H 0.195 -2.220 -1.851
```

Atomic partial charges in e from the Löwdin method, atoms 1 to 8: atom 1 (Ru): 0.99, atom 2 (C): -0.07, atom 3 (C): -0.25, atom 4 (N): -0.12, atom 5 (C): -0.20, atom 6 (C): -0.06, atom 7 (C): -0.62, atom 8 (S): 0.74

***

Molecular formula: C5H28N3O6
Method: DFT, the ωB97M-V functional and the def2-TZVPD basis

Molecular weight, Da: 226.294
Spin multiplicity: 1
Energy relative to the best compared isomer or geometry (same formula, charge and spin), kcal per mole: 0.0
Charge: +1

Geometry as XYZ:
```
42
C5H28N3O6 (the ωB97M-V functional and the def2-TZVPD basis)
N -0.902 -2.948 0.257
C 0.511 -2.747 -0.143
C 0.715 -1.359 -0.713
N 0.390 -0.332 0.277
C 1.557 0.074 1.067
C 1.154 1.069 2.152
N 0.671 2.364 1.695
C 1.729 3.235 1.184
H -1.212 -2.215 0.985
H -1.548 -2.822 -0.537
H -1.041 -3.867 0.668
H 1.148 -2.880 0.731
H 0.804 -3.519 -0.853
H 1.752 -1.272 -1.055
H 0.113 -1.222 -1.617
H -0.016 0.472 -0.182
H 1.993 -0.809 1.541
H 2.335 0.500 0.428
H 0.366 0.627 2.775
H 1.994 1.234 2.830
H -0.060 2.246 1.003
H 2.417 3.429 2.008
H 1.297 4.184 0.872
H 2.321 2.805 0.367
H -3.223 -2.722 -1.623
H -2.773 -1.427 -0.894
O -2.450 -2.261 -1.299
H 4.105 0.068 -1.999
H 4.704 -0.768 -0.837
O 3.887 -0.410 -1.195
H -4.231 0.310 0.114
H -2.793 0.790 -0.217
O -3.327 -0.007 0.029
H -1.225 -0.550 2.049
H -2.595 -0.789 1.426
O -1.925 -1.220 1.977
H -1.354 1.975 -1.564
H -2.077 2.974 -0.614
O -1.756 2.067 -0.674
H 0.042 2.499 -3.479
H -0.985 1.419 -3.842
O -0.509 1.805 -3.100
```

Atomic partial charges in e from the Löwdin method, atoms 1 to 8: atom 1 (N): 0.13, atom 2 (C): -0.15, atom 3 (C): -0.21, atom 4 (N): -0.05, atom 5 (C): -0.21, atom 6 (C): -0.23, atom 7 (N): -0.12, atom 8 (C): -0.12